73
Properties=species:S:1:pos:R:3 method="wB97M-V/def2-TZVPD" homo_ev=-8.589
C 1.07027 -2.98495 1.26981
P 2.17322 -1.50834 1.32436
C 0.95896 -0.19363 1.75785
C 3.06544 -1.82065 2.89601
C 3.88564 -2.95398 2.92497
C 4.64381 -3.26507 4.05047
N 5.44563 -4.44746 4.06257
C 6.56587 -4.38892 3.61154
S 7.99279 -4.33297 3.01400
C 4.56959 -2.43499 5.17468
C 3.75010 -1.30456 5.14589
C 3.00927 -0.98562 4.01277
C 3.71352 -0.44275 6.35315
O 3.60316 0.75086 6.28058
C 3.88548 -1.16473 7.63481
C 4.66942 -2.23934 7.66214
C 5.33689 -2.70467 6.42640
O 6.42660 -3.20815 6.43773
H 0.69434 -3.24646 2.25519
H 1.60617 -3.83112 0.85656
H 0.22800 -2.76615 0.62280
H 0.79099 -0.10783 2.82839
H 1.30886 0.75538 1.36929
H 0.00472 -0.43157 1.29992
H 3.95827 -3.60154 2.06271
H 2.40973 -0.09119 4.01416
H 3.40571 -0.79302 8.52346
H 4.84432 -2.76996 8.58338
C -5.24086 0.13675 -2.93310
C -5.12790 -1.00990 -1.95219
O -3.98538 -0.86882 -1.09311
C -4.13167 -0.01177 -0.08570
O -5.12917 0.59985 0.19277
O -2.98635 0.01598 0.60023
C -2.98374 0.91701 1.70904
H -4.31509 0.24645 -3.49922
H -6.05912 -0.03990 -3.63129
H -5.42934 1.07757 -2.41796
H -4.96845 -1.94706 -2.48206
H -6.03011 -1.11450 -1.35018
H -3.82598 0.73226 2.37165
H -3.00425 1.94794 1.35916
H -2.05627 0.73946 2.24643
C 5.49734 1.15199 3.24945
C 5.78361 0.39943 1.96864
O 4.97222 0.87366 0.88247
C 5.38069 2.00630 0.31672
O 6.37562 2.62426 0.59314
O 4.51584 2.31942 -0.65086
C 4.81717 3.53620 -1.33640
H 4.43232 1.11350 3.48116
H 6.04984 0.71034 4.07935
H 5.78202 2.20020 3.16805
H 5.51832 -0.65154 2.08079
H 6.83702 0.45210 1.69478
H 5.83813 3.53044 -1.71089
H 4.66883 4.38851 -0.67506
H 4.12311 3.59724 -2.16959
C -6.42672 3.27662 -9.35132
C -5.68447 2.29897 -8.46590
O -6.36431 2.08693 -7.21916
C -7.40896 1.26340 -7.27198
O -7.79611 0.66438 -8.24098
O -7.93839 1.19033 -6.04928
C -9.10622 0.37020 -5.96290
H -6.60600 4.21116 -8.81838
H -5.84406 3.48988 -10.24724
H -7.39137 2.87379 -9.65663
H -4.71088 2.70017 -8.19126
H -5.52637 1.34397 -8.96604
H -8.91925 -0.61956 -6.37292
H -9.93649 0.84023 -6.48725
H -9.34427 0.28896 -4.90621



66
Properties=species:S:1:pos:R:3 method="wB97M-V/def2-TZVPD" total_charge=-2 homo_ev=-0.424
Tl 0.11709 0.01706 -0.24851
N 1.29584 -0.61715 2.61085
C 0.05226 -0.66736 3.08813
C -0.48749 0.22837 4.06711
C -1.74410 0.06515 4.60866
C -2.57941 -0.97834 4.20884
C -2.11373 -1.82491 3.20203
C -0.86182 -1.69387 2.63143
C -0.46198 -2.59984 1.51699
C -0.56777 -3.97593 1.73166
C -0.24179 -4.89599 0.74516
C 0.20924 -4.44440 -0.48115
C 0.32436 -3.07397 -0.70382
C 0.00429 -2.13038 0.26549
H 1.77993 0.20695 2.95822
H 2.21934 -1.86953 2.68297
H 0.14642 1.04038 4.40975
H -2.08898 0.77153 5.35986
H -3.57392 -1.09481 4.62313
H -2.76364 -2.61008 2.82382
H -0.89159 -4.32384 2.70752
H -0.31994 -5.96046 0.94454
H 0.48114 -5.15011 -1.25936
H 0.67798 -2.73488 -1.67155
C 1.44213 1.39537 -3.66273
Si -0.04252 0.56496 -2.81635
C -0.65971 -0.71129 -4.09927
C -1.38458 1.94521 -2.82988
C -1.79743 2.45090 -4.06957
C -2.73912 3.45983 -4.18282
C -3.29915 3.99710 -3.03033
C -2.90491 3.51036 -1.79583
C -1.95470 2.48880 -1.65969
Si -1.53061 1.92619 0.13425
C -0.82991 3.44972 1.00073
C -3.20973 1.56829 0.92438
H 1.18891 1.79067 -4.65129
H 2.26155 0.68217 -3.77945
H 1.80944 2.21215 -3.04153
H -0.76662 -0.28761 -5.10192
H -1.62622 -1.12146 -3.80025
H 0.04414 -1.54407 -4.15552
H -1.36327 2.04261 -4.97748
H -3.03441 3.82822 -5.16032
H -4.03783 4.78939 -3.09684
H -3.35103 3.93797 -0.90332
H -1.49131 4.31727 0.91551
H 0.14453 3.70340 0.58312
H -0.68751 3.21833 2.05800
H -3.86347 2.44456 0.90258
H -3.07665 1.25158 1.95930
H -3.71323 0.75421 0.39972
C 3.56689 -1.31704 -0.49709
As 3.62619 0.43065 0.41615
C 3.15183 -2.54524 3.48201
C 4.52520 1.34312 -1.12088
O 2.03805 1.07266 0.16066
H 4.59039 -1.62196 -0.73368
H 2.98123 -1.25320 -1.41679
H 3.11929 -2.06620 0.15630
H 3.87100 -2.83683 2.71227
H 2.65288 -3.43999 3.86488
H 3.68994 -2.07207 4.30505
H 5.52330 0.93305 -1.30045
H 4.61721 2.40845 -0.90610
H 3.90804 1.21619 -2.00729



88
Properties=species:S:1:pos:R:3 method="wB97M-V/def2-TZVPD" smiles="O=C1OC[C@@H](F)O1.O=C1OC[C@@H](F)O1.O=C1OC[C@@H](F)O1.O=C1OC[C@@H](F)O1.O=C1OC[C@@H](F)O1.CCOC(C)=O.BrCCBr.BrCCBr.BrCCBr" homo_ev=-10.261
O -2.44323 4.73032 3.51987
C -1.86242 3.80853 3.05512
O -2.17371 2.56986 3.19633
C -1.15697 1.73146 2.54351
C -0.40951 2.77526 1.75176
F -0.96245 2.80136 0.44283
O -0.67526 3.93790 2.36301
H -0.57466 1.30903 3.30231
H -1.66833 1.05157 1.85791
H 0.61839 2.47320 1.56805
O -4.68781 1.74028 -4.86353
C -4.50822 0.58330 -4.91705
O -3.66218 0.03858 -5.75978
C -3.48112 -1.34725 -5.42895
C -4.32617 -1.50004 -4.18690
F -3.47713 -1.63666 -3.08488
O -5.08469 -0.34020 -4.06479
H -3.75213 -1.97111 -6.30855
H -2.39610 -1.48693 -5.13081
H -4.92318 -2.38991 -4.08269
O 3.76690 -4.23690 -3.68493
C 3.45972 -4.50347 -2.56447
O 3.70220 -5.71033 -2.00601
C 3.15091 -5.69615 -0.66728
C 2.89351 -4.23855 -0.41715
F 4.04569 -3.66502 0.13334
O 2.69235 -3.77564 -1.70893
H 2.14639 -6.14653 -0.63205
H 3.82577 -6.19668 0.01130
H 2.06365 -3.94050 0.20053
O -1.76111 -4.03306 3.34824
C -0.80268 -3.33541 3.31657
O -0.09905 -3.18992 2.16725
C 1.08989 -2.38976 2.49068
C 0.80626 -1.96164 3.93932
F 0.22987 -0.67687 3.99236
O -0.17291 -2.88440 4.39609
H 1.92494 -3.06354 2.36082
H 1.13072 -1.56060 1.79308
H 1.63970 -1.96887 4.62864
O 3.47830 4.45303 -0.74439
C 2.67893 4.65661 -1.59401
O 2.91854 5.23268 -2.85305
C 1.63694 5.41644 -3.60190
C 0.76969 4.42576 -2.73155
F 0.98568 3.17039 -3.24852
O 1.31043 4.44676 -1.43249
H 1.30157 6.43055 -3.62577
H 1.75709 5.23100 -4.61444
H -0.28510 4.58788 -2.69726
C 0.72527 0.38269 -1.43915
C 2.00558 -0.29876 -1.76421
O 3.05889 0.53431 -1.20659
C 3.14438 0.44141 0.13307
C 4.28266 1.25435 0.64806
O 2.48420 -0.30707 0.79370
H 0.71982 0.73320 -0.38893
H -0.14707 -0.21551 -1.41390
H 0.49906 1.14307 -2.13826
H 2.19114 -1.34815 -1.44570
H 2.16505 -0.22510 -2.85912
H 5.05813 0.57621 0.82955
H 4.15972 1.63482 1.69343
H 4.63389 2.05543 0.01638
Br -1.01533 -4.04267 -2.76590
C -1.66814 -3.93981 -0.94976
C -2.30952 -5.26980 -0.58212
Br -1.16647 -6.69485 -0.25681
H -2.38294 -3.16737 -0.96854
H -0.85719 -3.61443 -0.30688
H -2.96874 -5.57182 -1.35666
H -2.77381 -5.07681 0.43760
Br 2.05700 5.22970 7.14270
C 2.15341 4.22163 5.50027
C 2.02398 2.69844 5.76034
Br 2.61623 1.60918 4.14261
H 3.07031 4.61151 5.10721
H 1.35072 4.55601 4.87591
H 0.99601 2.30361 6.02376
H 2.77022 2.35690 6.39639
Br -3.61286 -0.75603 0.73542
C -4.97232 0.53648 0.05241
C -4.39391 1.90681 0.10957
Br -5.80608 3.00887 -0.66906
H -5.87457 0.40730 0.73738
H -5.21892 0.22255 -0.95092
H -3.48788 2.03411 -0.50974
H -4.18783 2.31384 1.10970



63
Properties=species:S:1:pos:R:3 method="wB97M-V/def2-TZVPD" total_charge=+1 relative_energy_kcal_mol=111.77 homo_ev="-8.730 / -8.722"
C -1.04193 1.68855 2.58013
C -1.68103 2.15664 1.37869
C -0.68182 2.78567 0.57101
C 0.58286 2.65928 1.22932
C 0.36860 1.96988 2.47049
Ce -0.16103 0.14480 0.73555
C 1.86268 -1.33894 -1.34756
C 1.38741 -2.06998 -0.11126
H 0.87187 -3.01403 -0.32420
C 1.51921 -1.63848 1.18965
H 2.33593 -0.99287 1.54557
H 0.94168 -2.14194 1.97886
C 2.51427 -2.32335 -2.34019
H 1.82775 -3.06721 -2.77174
H 2.98231 -1.75003 -3.15126
H 3.29943 -2.85142 -1.78897
C 2.97101 -0.35673 -0.88229
H 2.62643 0.43328 -0.19073
H 3.75281 -0.91726 -0.36717
H 3.41512 0.12786 -1.75257
C -3.10247 1.94690 0.97594
H -3.47800 0.96608 1.30528
H -3.76573 2.71245 1.40711
H -3.21722 1.99525 -0.11725
C -0.96352 3.44484 -0.73196
H -1.27398 2.70887 -1.48876
H -1.78015 4.17936 -0.65261
H -0.07933 3.96480 -1.11719
C 1.88429 3.18420 0.73084
H 2.16530 2.74978 -0.23891
H 1.84410 4.27607 0.59134
H 2.69181 2.96877 1.43844
C 1.41738 1.60471 3.45958
H 2.39311 1.45333 2.98054
H 1.54496 2.40117 4.20688
H 1.16299 0.68762 4.00498
C -1.70758 1.00818 3.72193
H -1.01589 0.33038 4.23856
H -2.06548 1.73509 4.46579
H -2.58212 0.42843 3.39833
C 0.58206 0.73420 -1.43913
C 0.71898 -0.64960 -1.93394
C 0.88628 1.68172 -2.41860
C 0.31055 -0.97770 -3.33198
H -0.39400 -0.57947 -1.33015
C 0.69327 1.37912 -3.77152
H 1.19657 2.69354 -2.10760
C 0.26720 0.09468 -4.20698
H 0.17430 -2.03226 -3.66902
H 0.86855 2.19418 -4.49577
H -0.05074 -0.05962 -5.24814
C -1.53500 -3.42786 -1.57119
C -1.89038 -3.08307 -0.18021
N -1.61779 -1.96212 0.51520
C -2.14393 -2.17091 1.80167
C -2.74664 -3.39267 1.84521
N -2.57309 -3.94949 0.58696
H -1.73195 -4.49766 -1.73908
H -2.12029 -2.82687 -2.28260
H -0.46822 -3.23838 -1.75036
H -2.04264 -1.41687 2.57552
H -3.25352 -3.89994 2.64769
H -2.89561 -4.86292 0.27383



no.,DFT total energy (eV)
1,-70612.711
2,-111316.962
3,-495142.708
4,-42390.711